(1)
3 unconnected molecules or ions with the total composition C5H12O. Source: the Open Molecules 2025 dataset; level of theory: ωB97M-V/def2-TZVPD.

Geometry (Å):
C -1.827 -0.752 0.466
C -1.100 0.435 -0.128
C -0.558 1.498 0.809
O -1.119 0.613 -1.328
H -1.428 -1.098 1.424
H -1.850 -1.571 -0.257
H -2.856 -0.412 0.628
H -0.394 1.140 1.830
H -1.315 2.289 0.841
H 0.364 1.938 0.416
H 1.331 0.536 -2.269
H 0.609 0.689 -2.167
C 2.135 -0.715 -0.532
C 1.247 -1.055 0.392
H 2.269 -1.310 -1.431
H 2.747 0.181 -0.450
H 1.112 -0.460 1.291
H 0.616 -1.932 0.282

Calculated values
- HOMO: -0.35591 Ha
- Relative energy (zero: lowest compared OMol25 entry of this formula, charge and spin): 56.3 kcal/mol
- Frontier orbital gap: 10.64 eV
- Lowest unoccupied orbital energy: 0.952 eV

These are the natural (NBO) partial charges, in e, on atoms 1 to 5:
1. C -0.726
2. C 0.619
3. C -0.730
4. O -0.563
5. H 0.219

***

(2)
3 unconnected molecules or ions with the total composition C2H11N2O2. Source: the Open Molecules 2025 dataset; level of theory: ωB97M-V/def2-TZVPD.

Geometry (Å):
C -0.084 -2.778 -0.792
N 0.618 0.828 -0.700
C 0.705 -0.475 -0.459
N -0.096 -1.317 -1.025
H 0.933 -3.117 -0.727
H -0.583 -3.255 -1.626
H -0.577 -2.991 0.141
H 0.021 1.091 -1.467
H 1.361 1.398 -0.334
H 1.455 -0.738 0.281
H -0.614 -0.969 -1.824
H 0.619 1.571 5.098
H 1.431 2.248 4.005
O 0.723 1.610 4.140
H -1.318 2.700 -1.703
H -2.646 2.216 -1.190
O -1.948 1.978 -1.817

Calculated values
- HOMO: -0.52007 Ha
- Relative energy (zero: lowest compared OMol25 entry of this formula, charge and spin): 19.9 kcal/mol
- Total charge: +1
- Frontier orbital gap: 10.70 eV
- Lowest unoccupied orbital energy: -3.452 eV

These are the natural (NBO) partial charges, in e, on atoms 1 to 5:
1. C -0.414
2. N -0.713
3. C 0.399
4. N -0.497
5. H 0.224

***

(3)
C6H13NO2 in the gas phase. Source: the Open Molecules 2025 dataset; level of theory: ωB97M-V/def2-TZVPD.

Geometry (Å):
C 2.180 0.837 -0.147
C 1.029 -0.106 0.142
C 1.434 -1.569 0.014
C -0.304 0.167 -0.896
C -1.495 -0.102 -0.029
C -2.477 1.048 0.126
O -2.206 -1.253 -0.320
O -0.842 -0.343 1.438
N 0.450 0.131 1.423
H 1.870 1.878 -0.082
H 2.989 0.675 0.563
H 2.566 0.652 -1.150
H 1.647 -1.820 -1.028
H 2.330 -1.757 0.617
H 0.633 -2.208 0.389
H -0.253 1.203 -1.220
H -0.230 -0.510 -1.742
H -1.959 1.935 0.485
H -2.954 1.259 -0.826
H -3.234 0.767 0.852
H -1.630 -2.010 -0.268
H 0.455 1.125 1.660

Calculated values
- HOMO: -0.31949 Ha
- Relative energy (zero: lowest compared OMol25 entry of this formula, charge and spin): 55.1 kcal/mol
- Frontier orbital gap: 9.48 eV
- Lowest unoccupied orbital energy: 0.790 eV

These are the natural (NBO) partial charges, in e, on atoms 1 to 5:
1. C -0.626
2. C 0.145
3. C -0.624
4. C -0.495
5. C 0.499

***

(4)
A molecular structure, C30H38ClGe2NO2Re. Source: the Open Molecules 2025 dataset; level of theory: ωB97M-V/def2-TZVPD.

Geometry (Å):
Re 0.575 -0.156 -0.373
C 1.672 -1.200 4.414
C 0.910 -0.663 3.217
Ge 1.660 -1.447 1.485
C 3.682 -1.347 1.480
C 4.365 -2.563 2.095
C 1.086 -3.346 1.434
C -0.010 -4.009 1.046
Ge -1.624 -3.112 0.103
C -0.930 -2.746 -1.786
C -0.917 -3.948 -2.722
C -3.679 -2.965 0.248
C -4.429 -3.977 -0.592
C -0.127 -5.463 0.995
C 0.864 -6.325 1.484
C 0.740 -7.691 1.337
C -0.367 -8.240 0.707
C -1.366 -7.405 0.230
C -1.240 -6.041 0.377
H 1.281 -0.753 5.327
H 2.729 -0.951 4.351
H 1.568 -2.281 4.496
H 0.997 0.426 3.169
H -0.145 -0.931 3.296
H 3.960 -0.452 2.040
H 4.034 -1.194 0.458
H 4.031 -2.732 3.116
H 5.441 -2.404 2.118
H 4.174 -3.462 1.513
H 1.898 -3.954 1.822
H 0.107 -2.388 -1.657
H -1.530 -1.944 -2.225
H -0.330 -4.762 -2.300
H -0.470 -3.674 -3.676
H -1.925 -4.308 -2.912
H -3.876 -1.948 -0.098
H -3.969 -3.045 1.291
H -4.138 -3.945 -1.640
H -5.493 -3.760 -0.533
H -4.284 -4.987 -0.220
H 1.732 -5.928 1.988
H 1.518 -8.334 1.716
H -0.454 -9.308 0.590
H -2.237 -7.821 -0.250
H -2.032 -5.399 -0.003
Cl -2.927 -1.358 2.992
C -2.769 0.139 2.041
C -1.654 0.029 1.047
O -1.117 1.033 0.570
O -1.156 -1.102 0.680
H -2.557 0.975 2.713
H -3.717 0.332 1.533
C 1.397 -1.568 -5.151
C 0.673 -0.421 -4.860
C 0.873 0.241 -3.661
C 1.812 -0.251 -2.744
C 2.550 -1.401 -3.046
C 2.337 -2.047 -4.249
N 1.973 0.422 -1.487
C 2.953 1.381 -1.340
C 3.858 1.730 -2.357
C 4.799 2.715 -2.127
C 4.852 3.370 -0.902
C 3.937 3.056 0.099
C 3.007 2.067 -0.108
H 1.227 -2.096 -6.076
H -0.046 -0.035 -5.566
H 0.322 1.144 -3.425
H 3.269 -1.777 -2.334
H 2.907 -2.931 -4.482
H 3.802 1.240 -3.317
H 5.502 2.972 -2.903
H 5.602 4.125 -0.722
H 3.949 3.590 1.037
H 2.292 1.806 0.670

Calculated values
- HOMO (spin up / spin down): -0.49536 / -0.49530 Ha
- Relative energy (zero: lowest compared OMol25 entry of this formula, charge and spin): 0.0 kcal/mol
- Total charge: +2
- Frontier orbital gap (spin up / spin down): 4.73 / 6.26 eV
- Lowest unoccupied orbital energy (spin up / spin down): -8.746 / -7.220 eV
- ⟨S²⟩: 1.2172
- Spin multiplicity: 2

These are the Löwdin partial charges, in e, on atoms 1 to 5:
1. Re 1.342
2. C -0.161
3. C -0.351
4. Ge 0.880
5. C -0.357

***

(5)
2 unconnected molecules or ions with the total composition C5H8O2. Source: the Open Molecules 2025 dataset; level of theory: ωB97M-V/def2-TZVPD.

Geometry (Å):
C -0.575 1.860 -0.231
C -0.863 0.422 -0.107
C -1.291 -0.593 0.583
C -1.207 -0.796 -0.907
H 0.293 2.051 -0.862
H -0.423 2.324 0.746
H -1.453 2.314 -0.701
H -1.666 -0.966 1.523
H -2.121 -0.770 -1.507
H -0.417 -1.410 -1.349
O 1.989 0.224 -0.385
C 2.338 -0.669 0.346
O 1.535 -1.474 1.033
H 3.388 -0.930 0.537
H 0.610 -1.173 0.873

Calculated values
- HOMO: -0.34513 Ha
- Relative energy (zero: lowest compared OMol25 entry of this formula, charge and spin): 58.2 kcal/mol
- Frontier orbital gap: 10.39 eV
- Lowest unoccupied orbital energy: 1.003 eV

These are the natural (NBO) partial charges, in e, on atoms 1 to 5:
1. C -0.660
2. C 0.122
3. C -0.311
4. C -0.432
5. H 0.252

***

(6)
A molecular structure, C39H46AsCoN3O3. Source: the Open Molecules 2025 dataset; level of theory: ωB97M-V/def2-TZVPD.

Geometry (Å):
Co -0.068 0.761 -0.388
O -1.272 0.455 -1.696
C -1.128 -0.527 -2.695
C 0.338 -0.604 -3.146
C 1.231 -1.144 -2.067
C 2.329 -1.913 -2.390
C 3.081 -2.480 -1.372
C 2.666 -2.310 -0.073
C 1.558 -1.512 0.213
C 1.148 -1.471 1.660
C -0.114 -0.700 2.121
O -0.741 -0.008 1.100
C -1.144 -1.692 2.717
C -2.486 -1.609 2.375
C -3.415 -2.480 2.932
C -3.015 -3.438 3.851
C -1.679 -3.508 4.222
C -0.756 -2.640 3.662
C 0.212 0.258 3.293
C 1.175 -0.015 4.260
C 1.351 0.820 5.359
C 0.561 1.949 5.512
C -0.408 2.230 4.554
C -0.581 1.389 3.465
N 0.905 -0.888 -0.775
C -1.569 -1.936 -2.273
C -1.937 -2.230 -0.970
C -2.273 -3.531 -0.607
C -2.252 -4.546 -1.550
C -1.909 -4.254 -2.865
C -1.573 -2.958 -3.222
C -2.033 -0.049 -3.835
C -1.554 0.445 -5.041
C -2.431 0.938 -6.004
C -3.794 0.950 -5.762
C -4.282 0.452 -4.558
C -3.409 -0.043 -3.606
H 0.667 0.390 -3.444
H 0.428 -1.244 -4.022
H 2.572 -2.085 -3.430
H 3.951 -3.082 -1.599
H 3.172 -2.813 0.741
H 2.022 -1.106 2.192
H 1.033 -2.520 1.941
H -2.803 -0.856 1.668
H -4.456 -2.407 2.644
H -3.737 -4.121 4.280
H -1.357 -4.238 4.955
H 0.279 -2.709 3.978
H 1.779 -0.913 4.199
H 2.091 0.572 6.110
H 0.689 2.594 6.371
H -1.045 3.098 4.672
H -1.361 1.585 2.741
H -1.948 -1.438 -0.236
H -2.551 -3.742 0.419
H -2.507 -5.560 -1.268
H -1.911 -5.036 -3.614
H -1.331 -2.737 -4.257
H -0.494 0.447 -5.261
H -2.043 1.307 -6.945
H -4.475 1.341 -6.506
H -5.347 0.444 -4.368
H -3.788 -0.431 -2.668
N -1.102 2.364 -0.012
C -1.401 3.231 -1.176
C -0.142 3.870 -1.739
C 0.705 2.873 -2.519
N 1.210 1.848 -1.584
H -1.970 1.954 0.327
H -0.697 2.891 0.757
H -2.128 3.994 -0.894
H -1.853 2.585 -1.926
H 0.458 4.299 -0.926
H -0.422 4.697 -2.392
H 1.532 3.384 -3.017
H 0.095 2.392 -3.284
H 1.718 2.279 -0.815
H 1.865 1.213 -2.027
C 4.467 2.712 0.318
As 3.328 1.878 1.619
C 3.004 3.189 2.964
C 4.412 0.488 2.368
O 1.928 1.351 0.893
H 5.425 2.975 0.766
H 3.991 3.615 -0.063
H 4.631 2.013 -0.500
H 3.920 3.378 3.523
H 2.227 2.823 3.633
H 2.674 4.108 2.482
H 5.153 0.938 3.028
H 4.915 -0.042 1.561
H 3.794 -0.198 2.939

Calculated values
- HOMO (spin up / spin down): -0.39202 / -0.39207 Ha
- Total charge: +1
- Frontier orbital gap (spin up / spin down): 8.30 / 8.30 eV
- Lowest unoccupied orbital energy (spin up / spin down): -2.372 / -2.373 eV

These are the Löwdin partial charges, in e, on atoms 1 to 5:
1. Co 0.620
2. O -0.176
3. C -0.427
4. C -0.065
5. C -0.219